# 1
# C5H6Cl2N2OS

An isolated molecule of C5H6Cl2N2OS (wB97M-V/def2-TZVPD, OMol25).

Results
LUMO level (spin up / spin down)	-0.09002 / -0.12098	Eh
energy above the lowest of the compared OMol25 structures with the same formula, charge and spin	93.0	kcal per mole

Structure (ORCA input):
```
! wB97M-V def2-TZVPD RIJCOSX def2/J DEFGRID3
* xyz 0 1
C 1.81447 1.18680 0.33184
C 2.85046 -1.48438 0.26433
C 0.81228 -0.09047 0.08319
C -0.12851 -0.11245 1.27469
C 0.10039 0.06547 -1.25609
N 2.93996 0.92624 -0.35986
N 1.63932 -1.28420 0.22449
O 1.52326 2.09545 1.09824
S 4.27781 -2.13396 0.21549
Cl 4.25490 2.00018 -0.13073
Cl 0.53412 -2.87624 0.01396
H -0.21946 -1.08983 1.50682
H -1.07250 0.40956 1.01273
H 0.29331 0.37689 2.05982
H -0.43460 -0.75862 -1.44360
H 0.69553 0.36366 -1.99483
H -0.51350 0.99233 -1.23239
*
```

***

# 2
# C4H9N2

An isolated ion of composition C4H9N2 and charge +1 (wB97M-V/def2-TZVPD, OMol25).

Results
LUMO level	-0.23139	Eh
energy above the lowest of the compared OMol25 structures with the same formula, charge and spin	120.0	kcal per mole
SMILES	CC[C@@H]1N=[N+]1C

Structure (ORCA input):
```
! wB97M-V def2-TZVPD RIJCOSX def2/J DEFGRID3
* xyz 1 1
C -1.72360 -0.19121 0.66951
C -1.30609 0.27116 -0.72092
C 0.08217 -0.12977 -1.07644
N 0.56641 -1.36320 -0.48671
N 1.10463 -0.29381 -0.16596
C 2.19176 0.25017 0.57480
H -2.66262 0.23152 0.99575
H -1.01036 0.00863 1.42819
H -1.98929 -1.19368 0.89052
H -1.35687 1.33610 -0.62360
H -1.91265 -0.28612 -1.56604
H 0.40665 -0.08616 -2.23005
H 3.00619 -0.46280 0.89960
H 1.77233 0.87561 1.31968
H 2.83132 1.03357 0.09169
*
```

***

# 3
# C20H37As3N3O2S2Ti

C20H37As3N3O2S2Ti as an isolated structure (wB97M-V/def2-TZVPD, OMol25).

Results
LUMO level	-0.39021	Eh
energy above the lowest of the compared OMol25 structures with the same formula, charge and spin	0.0	kcal per mole

Structure (ORCA input):
```
! wB97M-V def2-TZVPD RIJCOSX def2/J DEFGRID3
* xyz 3 1
Ti 0.77855 0.41545 -1.05084
C 0.30701 1.71654 2.76057
As 1.30768 0.59527 1.53916
C 3.12263 1.26768 1.71728
C 1.47140 -1.20727 2.29034
C 0.25278 -2.14675 2.29356
C 0.67468 -3.37412 3.12124
C -0.06424 -2.68415 0.89055
As -0.79648 -1.51867 -0.49403
C -2.61045 -0.97004 -0.11049
C -0.92445 -2.65388 -2.05135
C -0.95785 -1.47439 2.94226
As -2.59368 -2.60947 3.17392
C -3.75918 -1.10421 3.62818
C -2.29545 -3.25578 4.99292
H 0.60828 1.44827 3.77301
H -0.76441 1.57868 2.65086
H 0.57102 2.75492 2.56744
H 3.39830 1.16120 2.76704
H 3.16069 2.31948 1.44096
H 3.80739 0.69043 1.10048
H 1.78432 -1.02335 3.32292
H 2.32815 -1.66450 1.78524
H 1.59507 -3.81659 2.73641
H -0.09804 -4.14311 3.10190
H 0.84058 -3.09137 4.16126
H -0.82963 -3.46362 0.97002
H 0.81800 -3.14288 0.43433
H -3.10386 -1.82253 0.36099
H -3.10463 -0.72634 -1.05002
H -2.64387 -0.11616 0.56111
H -1.65052 -3.43256 -1.81199
H 0.04205 -3.10655 -2.26077
H -1.26972 -2.08158 -2.90935
H -1.28880 -0.61742 2.34144
H -0.67299 -1.07358 3.91983
H -3.92266 -0.46903 2.75692
H -3.34398 -0.50838 4.44080
H -4.72699 -1.49522 3.93796
H -1.62729 -4.11360 5.00150
H -3.25752 -3.57889 5.38941
H -1.90003 -2.46810 5.63370
O 0.15021 0.60196 -2.82533
N -0.59320 1.60478 -3.23083
N -0.78153 2.38620 -2.26139
O -0.24047 2.02398 -1.10261
C -1.51102 3.62325 -2.34313
C -1.96750 4.02714 -3.59447
C -2.67502 5.21335 -3.66123
C -2.90993 5.95647 -2.50920
C -2.43719 5.52603 -1.27547
C -1.72610 4.34170 -1.17446
H -1.77793 3.44379 -4.48346
H -3.04160 5.56044 -4.61692
H -3.46709 6.88100 -2.57514
H -2.62019 6.11313 -0.38667
H -1.35476 3.99763 -0.22141
S 2.71103 -0.90708 -1.52983
C 3.50156 -0.55797 -3.05327
N 4.28021 -1.44641 -3.60204
C 4.86024 -1.08400 -4.91071
C 4.76075 0.43812 -5.01119
S 3.41534 0.93177 -3.86678
H 4.41514 -2.36435 -3.19559
H 4.28534 -1.58953 -5.68753
H 5.89304 -1.42331 -4.94886
H 4.50207 0.76467 -6.01473
H 5.66673 0.94342 -4.68446
*
```

***

# 4
# C20H30AsN2NiOS3

C20H30AsN2NiOS3 as an isolated structure (wB97M-V/def2-TZVPD, OMol25).

Results
LUMO level (spin up / spin down)	-0.08330 / -0.13203	Eh
energy above the lowest of the compared OMol25 structures with the same formula, charge and spin	37.2	kcal per mole

Structure (ORCA input):
```
! wB97M-V def2-TZVPD RIJCOSX def2/J DEFGRID3
* xyz 1 3
Ni 7.99017 -14.80459 4.13734
N 9.58037 -14.67034 5.22744
C 9.72691 -15.34604 6.55205
C 9.38198 -16.86383 6.51091
C 7.86237 -17.19427 6.57321
C 7.18541 -17.59904 5.25654
N 6.91939 -16.44924 4.36701
H 10.38632 -14.87540 4.62198
H 9.63451 -13.67619 5.44189
H 9.05441 -14.80961 7.26242
H 10.78815 -15.30551 6.84465
H 9.88155 -17.32296 7.40312
H 9.99817 -17.26142 5.70336
H 7.34835 -16.41702 7.11622
H 7.71774 -18.05480 7.24383
H 6.20765 -18.07434 5.46473
H 7.84213 -18.26389 4.69613
H 5.97984 -15.98723 4.48258
H 6.93434 -16.70006 3.35954
C 5.94832 -12.71196 6.09104
As 6.69546 -12.87609 4.29087
C 5.02305 -12.47171 3.31708
C 7.81054 -11.18600 4.21724
H 5.76580 -11.59588 6.29493
H 6.49745 -13.08153 6.94754
H 4.95087 -13.26011 6.04928
H 4.69208 -11.40784 3.39221
H 4.13507 -12.98175 3.66080
H 5.06427 -12.66801 2.21388
H 7.14023 -10.30486 4.00956
H 8.47972 -11.39814 3.35493
H 8.30538 -11.01972 5.16630
O 7.28184 -14.89352 2.19945
C 8.01924 -14.57541 1.07282
C 7.30852 -13.53136 0.20529
C 6.01952 -13.78866 -0.35688
C 5.42269 -12.65862 -0.96994
C 6.27133 -11.56131 -0.96698
S 7.75974 -11.92951 -0.16766
C 8.03620 -15.88155 0.21777
C 7.97516 -15.93254 -1.11699
C 7.81030 -17.25864 -1.61299
C 7.73340 -18.20177 -0.66381
S 7.84711 -17.46336 0.89514
C 9.49932 -14.22011 1.46156
C 10.34571 -15.08485 2.15805
C 11.63693 -14.51999 2.30099
C 11.75727 -13.29311 1.76119
S 10.30898 -12.70844 0.99497
H 5.58721 -14.82672 -0.31402
H 4.37295 -12.61986 -1.25896
H 6.10624 -10.55043 -1.38670
H 7.96612 -15.10058 -1.79374
H 7.79905 -17.36915 -2.69511
H 7.61168 -19.28793 -0.74396
H 10.09550 -16.16227 2.33481
H 12.48765 -14.97943 2.76825
H 12.66712 -12.70755 1.73589
*
```

***

# 5
# C9H10Cl2

An isolated molecule of C9H10Cl2 (wB97M-V/def2-TZVPD, OMol25).

Results
LUMO level	0.03030	Eh
energy above the lowest of the compared OMol25 structures with the same formula, charge and spin	3.2	kcal per mole
SMILES	ClCCc1ccc(CCl)cc1

Structure (ORCA input):
```
! wB97M-V def2-TZVPD RIJCOSX def2/J DEFGRID3
* xyz 0 1
Cl -2.00021 0.02276 2.76162
C -2.69409 -0.97768 1.44773
C -2.43430 -0.33085 0.09444
C -0.92858 -0.09125 -0.08384
C -0.38702 1.21541 0.06362
C 0.98153 1.46789 -0.15313
C 1.82122 0.40976 -0.52616
C 3.26979 0.60620 -0.90099
Cl 3.98927 2.10471 -0.24232
C 1.30046 -0.86074 -0.63293
C -0.04304 -1.11550 -0.42977
H -2.30857 -1.97167 1.36812
H -3.76576 -1.09416 1.67267
H -2.98554 0.61096 0.05501
H -2.79686 -1.02765 -0.70545
H -1.06350 2.05211 0.32309
H 1.31169 2.50646 -0.10919
H 3.83244 -0.26163 -0.55285
H 3.34343 0.57935 -2.00424
H 1.93883 -1.71054 -0.90392
H -0.38122 -2.13394 -0.54150
*
```

***

# 6
# C28H44N3O2Si2Zn

C28H44N3O2Si2Zn as an isolated structure (wB97M-V/def2-TZVPD, OMol25).

Results
LUMO level	0.08906	Eh

Structure (ORCA input):
```
! wB97M-V def2-TZVPD RIJCOSX def2/J DEFGRID3
* xyz -1 1
Zn 0.25358 -1.68208 0.44705
C 3.54063 -1.94102 0.49550
N 2.57267 -1.15053 -0.25759
C 2.65898 -1.50202 -1.67618
C 2.01086 -2.86432 -1.94935
C 0.58253 -2.73376 -2.45322
N -0.26195 -1.98946 -1.51989
C -1.37465 -1.55928 -2.01066
C -2.44784 -0.90765 -1.33543
C -3.49306 -0.38992 -2.12523
C -4.57658 0.23843 -1.57324
C -4.66146 0.32900 -0.17319
C -3.67946 -0.18774 0.62711
C -2.50991 -0.79329 0.08813
O -1.59312 -1.21843 0.87903
C 2.81422 0.29323 -0.08701
C 2.79370 0.78912 1.36024
C 1.42792 0.62008 2.03862
N 1.04224 -0.77292 2.09200
C 1.03853 -1.38058 3.21572
C 0.85279 -2.79355 3.43928
C 0.94190 -3.24752 4.76670
C 0.85953 -4.57780 5.10007
C 0.66966 -5.51675 4.07988
C 0.56661 -5.11167 2.77224
C 0.65182 -3.74740 2.38932
O 0.57769 -3.44813 1.13526
H 4.57120 -1.62648 0.26757
H 3.36496 -1.84779 1.56463
H 3.43809 -2.99550 0.24519
H 2.13964 -0.72700 -2.24323
H 3.71130 -1.49642 -2.00452
H 2.59455 -3.42735 -2.67990
H 1.96924 -3.43563 -1.02015
H 0.57748 -2.24829 -3.43801
H 0.16646 -3.73963 -2.58186
H -1.54290 -1.72420 -3.08117
H -3.41622 -0.49030 -3.20377
H -5.35449 0.65539 -2.19933
H -5.52044 0.81679 0.27348
H -3.74636 -0.12836 1.70595
H 3.79001 0.55434 -0.53360
H 2.02821 0.83590 -0.62363
H 3.57329 0.30518 1.95652
H 3.00945 1.85915 1.33220
H 1.46037 1.05684 3.04587
H 0.71432 1.17162 1.42513
H 1.24206 -0.79149 4.11956
H 1.09325 -2.51035 5.54920
H 0.93647 -4.89440 6.13219
H 0.59812 -6.57077 4.32212
H 0.41428 -5.82893 1.97493
C -1.51335 3.56079 -3.25511
Si -0.14006 2.51952 -2.42655
C 0.08278 1.07025 -3.65364
C 1.43331 3.59142 -2.64632
C -0.39522 1.99375 -0.70725
Si -1.33395 3.02021 0.47074
C -2.95457 3.85286 -0.12365
C -1.84435 2.10687 2.07486
C -0.26199 4.51489 1.01037
H -1.34841 3.70231 -4.32783
H -1.57994 4.55022 -2.79345
H -2.48212 3.07212 -3.12099
H 0.62210 1.36279 -4.55846
H -0.89599 0.68613 -3.95486
H 0.62934 0.24704 -3.18785
H 1.46994 4.08645 -3.62294
H 2.34008 2.98856 -2.53999
H 1.46406 4.36738 -1.87653
H -0.53951 0.91316 -0.58770
H -3.59470 3.12023 -0.62303
H -2.74065 4.64504 -0.84629
H -3.52440 4.29623 0.69918
H -1.62134 1.03955 2.00427
H -2.91925 2.19784 2.24800
H -1.32692 2.50013 2.95459
H 0.13764 5.01044 0.12035
H 0.59023 4.19540 1.61693
H -0.82292 5.26210 1.58264
*
```

***

F_max (computed, hartree/bohr): 0.0892, 0.1018, 0.0126, 0.0617, 0.0238, 0.0131